1.
61
Properties=species:S:1:pos:R:3:forces:R:3 method="wB97M-V/def2-TZVPD" total_energy_ev=-61109.0296 total_charge=-2 spin_multiplicity=2 e_lumo_ev="3.746 / 3.719" de_lowest_kj_mol=15.0 orbital_gap_ev="2.9 / 5.3"
Cs -0.2917 -0.6027 -1.7958 -0.55 0.01 -0.24
O 2.0998 -1.3121 -1.3252 1.26 -0.40 0.52
N 2.8324 -2.0819 -0.5052 -0.08 -0.06 -0.07
C 4.0628 -1.6471 -0.0662 -0.06 0.07 -0.12
C 4.8641 -2.3981 0.7353 -0.10 -0.18 0.05
C 4.4507 -3.6997 1.1464 -0.06 0.05 -0.09
C 3.2092 -4.1473 0.6533 0.03 0.09 0.03
C 2.4013 -3.3804 -0.1487 0.17 0.02 -0.16
S 0.8852 -3.9867 -0.8274 -0.04 0.08 0.33
H 4.3262 -0.6584 -0.4149 -0.06 -0.01 -0.02
H 5.8108 -1.9792 1.0570 -0.02 0.01 -0.02
H 5.0574 -4.3126 1.7982 -0.03 0.00 0.00
H 2.8360 -5.1307 0.9122 0.02 0.00 0.00
S -5.5499 0.8400 -1.2954 0.18 -0.24 -0.01
C -4.6101 2.2340 -1.6149 -0.13 0.01 0.01
C -3.3442 1.9251 -2.0125 -0.08 -0.07 0.02
C -3.0289 0.5213 -2.0808 -0.24 0.23 -0.31
C -4.1157 -0.2022 -1.7171 -0.59 0.24 0.15
C -4.2799 -1.6553 -1.6139 0.07 0.00 -0.04
C -5.5327 -2.2613 -1.3968 -0.01 0.12 0.00
C -5.6323 -3.6327 -1.3005 -0.10 0.06 0.00
C -4.4886 -4.4080 -1.4195 0.09 0.02 -0.01
C -3.2936 -3.7389 -1.6318 0.10 0.07 0.00
N -3.1763 -2.4175 -1.7304 -0.03 -0.03 0.04
H -5.0502 3.2140 -1.4777 0.03 -0.01 -0.02
H -2.6268 2.7074 -2.2477 -0.01 -0.02 0.03
H -6.4139 -1.6387 -1.3076 0.01 -0.03 0.00
H -6.5971 -4.0996 -1.1328 0.00 0.03 0.01
H -4.5157 -5.4857 -1.3410 0.02 -0.03 0.00
H -2.3644 -4.2961 -1.7166 0.01 0.00 -0.01
N -0.9484 -2.5379 1.4334 0.12 -0.18 0.07
C -0.5913 -2.8451 2.8301 0.19 0.03 -0.15
C -0.4022 -1.5737 3.7002 -1.00 0.25 0.00
O -0.4317 -1.7572 4.9354 0.38 0.03 -0.11
O -0.3437 -0.4913 3.0603 0.34 -0.12 0.16
H 0.0127 -3.4255 0.1206 0.24 -0.10 -0.24
H -0.7638 -1.5392 1.3653 -0.04 0.26 -0.01
H -1.9390 -2.6634 1.2668 -0.06 0.07 0.10
H 0.3621 -3.3777 2.8492 0.04 -0.14 -0.02
H -1.3368 -3.4837 3.3018 -0.02 0.00 0.01
C 1.2581 5.0163 -2.2890 0.08 -0.04 0.07
N 1.6459 4.5180 -0.9912 -0.06 0.00 0.03
C 2.4155 5.4065 -0.1480 -0.02 -0.06 -0.05
C 2.2117 5.0521 1.3089 -0.05 -0.02 -0.03
C 2.5326 3.5845 1.4862 -0.05 -0.03 -0.04
N 1.7446 2.7788 0.5779 -0.03 0.00 -0.03
C 1.4688 1.4109 1.0090 0.00 0.05 0.08
C 1.3217 3.2088 -0.6458 -0.06 -0.10 0.01
O 0.6741 2.5025 -1.4149 0.16 0.19 0.12
H 0.6048 5.8897 -2.1896 0.00 0.01 0.00
H 0.7260 4.2308 -2.8144 -0.03 -0.03 -0.01
H 2.1367 5.3096 -2.8760 0.00 -0.01 0.00
H 2.0898 6.4310 -0.3460 -0.03 0.03 -0.01
H 3.4866 5.3573 -0.3938 0.02 0.01 -0.03
H 1.1683 5.2281 1.5805 0.01 0.02 0.03
H 2.8488 5.6655 1.9475 0.01 0.02 0.01
H 2.3046 3.2578 2.5011 -0.02 -0.02 0.02
H 3.6064 3.4154 1.3255 0.03 -0.03 0.02
H 0.7754 1.3811 1.8502 0.00 -0.01 0.04
H 2.3939 0.9081 1.2966 0.03 0.02 -0.02
H 1.0437 0.8730 0.1802 0.03 -0.14 -0.08

---

2.
17
Properties=species:S:1:pos:R:3:forces:R:3 method="wB97M-V/def2-TZVPD" total_energy_ev=-14992.3540 total_charge=+1 e_lumo_ev=-5.792 orbital_gap_ev=7.2
O 0.9719 0.5645 -2.3039 -2.54 -0.29 -2.28
C 0.4180 -0.3449 -1.6498 6.66 1.60 0.41
C 0.7632 0.0019 -0.2454 -5.16 -4.02 4.36
O 0.5520 1.3437 0.0347 0.49 0.44 -1.59
C 0.9408 1.7873 1.3220 0.14 0.81 1.28
Al 0.4536 2.5442 -1.6945 0.18 0.35 -0.11
H 0.5989 -1.3877 -1.9659 -1.44 0.12 -0.42
H -1.2343 -1.4502 -0.7325 -1.50 -0.93 3.20
H 1.7362 -0.4181 0.0610 -0.12 0.29 -0.55
H -0.1077 -0.6090 0.3699 2.87 1.57 -0.76
H 0.0354 2.0038 1.9067 0.34 -0.13 -0.13
H 1.5575 1.0481 1.8515 -0.21 0.16 -0.34
H 1.5188 2.7103 1.1835 -0.14 -0.25 0.21
C -1.8423 -1.8204 0.2677 -0.51 -0.28 -2.58
H -1.8948 -2.9110 0.1669 -0.05 0.22 -0.07
H -1.6132 -1.6336 1.3246 0.85 0.55 -0.65
H -2.8540 -1.4290 0.1035 0.15 -0.18 0.04

---

3.
80
Properties=species:S:1:pos:R:3:forces:R:3 method="wB97M-V/def2-TZVPD" total_energy_ev=-554285.8257 total_charge=-1 e_lumo_ev=1.513 orbital_gap_ev=4.9
B -0.6128 -0.4880 -3.4268 -1.13 -0.51 1.01
P 1.0617 -0.5220 -2.4992 1.62 1.58 0.52
N 0.8642 0.6372 -1.1228 -0.67 -0.75 -0.69
O 1.2942 -2.0724 -1.7175 -2.13 1.97 1.87
H -0.5412 -0.3773 -4.5947 0.43 0.26 -0.87
H -1.3061 0.3572 -2.9591 -0.30 0.80 0.39
H -1.1688 -1.5220 -3.1922 -0.31 -0.43 -0.02
H -0.1563 0.7008 -0.8926 1.18 0.50 -0.44
H 1.2477 1.5450 -1.4687 -0.77 -1.06 0.55
H 0.7275 -1.9934 -0.8704 1.26 -0.29 -2.15
C 1.5071 -2.8895 -6.0324 -0.46 0.18 0.76
Cl 2.2587 -4.4888 -6.1635 -0.01 -0.05 -0.18
Cl 1.1740 -2.4956 -4.3373 0.59 -1.57 -1.58
Cl 2.5431 -1.6533 -6.7663 0.03 0.01 -0.12
H 0.5581 -2.9095 -6.5743 0.52 0.09 0.15
C -2.7403 -3.3754 -0.6919 0.16 -0.19 -0.26
Cl -1.6706 -3.9260 -1.9928 -0.30 -0.09 0.36
Cl -1.9984 -2.0350 0.1983 -0.13 -0.14 -0.04
Cl -4.3155 -2.8927 -1.3442 0.09 -0.06 0.10
H -2.8946 -4.2059 0.0017 0.05 0.34 -0.20
C 2.3631 -4.3478 0.9695 -0.08 -0.11 -0.08
Cl 3.4328 -4.8984 -0.3314 -0.14 0.04 0.19
Cl 3.1050 -3.0074 1.8597 -0.19 -0.33 0.24
Cl 0.7879 -3.8651 0.3172 0.25 -0.84 0.81
H 2.2088 -5.1783 1.6632 0.08 0.30 -0.24
C 4.7061 1.1289 -7.8617 -0.09 0.00 0.24
Cl 4.2288 2.0770 -9.2806 0.02 -0.11 0.07
Cl 6.4112 0.6600 -7.9717 -0.17 0.00 -0.01
Cl 4.4070 2.0429 -6.3735 0.02 -0.23 -0.26
H 4.0999 0.2198 -7.8353 0.23 0.34 -0.03
C -0.3492 0.8906 2.3333 0.17 -0.05 -0.37
Cl 0.4024 -0.7086 2.2022 -0.09 0.36 -0.01
Cl -0.6823 1.2845 4.0284 0.03 -0.13 -0.57
Cl 0.6868 2.1268 1.5994 -0.31 -0.03 0.25
H -1.2982 0.8706 1.7914 0.31 0.01 0.16
C -1.1573 -4.7461 -8.4037 -0.11 0.01 0.10
Cl -0.4057 -6.3454 -8.5348 -0.11 0.13 -0.04
Cl -1.4904 -4.3523 -6.7086 -0.15 -0.11 -0.26
Cl -0.1213 -3.5100 -9.1376 -0.14 -0.12 -0.01
H -2.1063 -4.7661 -8.9456 0.35 0.01 0.19
C -1.9194 3.4431 6.9492 0.10 -0.09 -0.21
Cl -1.1679 1.8438 6.8182 -0.40 0.55 0.60
Cl -2.2526 3.8370 8.6443 -0.04 0.03 -0.09
Cl -0.8835 4.6793 6.2153 -0.04 -0.29 0.11
H -2.8684 3.4231 6.4073 0.32 0.01 0.19
C -0.9745 -2.4128 6.1029 0.05 -0.15 -0.13
Cl 0.0951 -2.9634 4.8020 -0.17 -0.01 0.31
Cl -0.2327 -1.0724 6.9930 0.04 -0.40 0.01
Cl -2.5498 -1.9301 5.4506 0.15 -0.07 0.10
H -1.1289 -3.2433 6.7965 0.05 0.33 -0.23
C 4.2484 2.5755 3.4552 -0.27 -0.13 -0.23
Cl 5.6675 2.6107 4.5157 0.06 0.04 -0.04
Cl 4.2472 1.1053 2.4662 0.01 0.28 0.10
Cl 2.7578 2.6863 4.4069 0.25 0.05 -0.04
H 4.2958 3.4396 2.7876 0.01 -0.29 0.26
C -7.7075 -2.8855 -3.8622 0.36 0.02 0.19
Cl -6.6378 -3.4361 -5.1631 -0.17 0.04 0.20
Cl -6.9656 -1.5451 -2.9720 0.43 -0.74 -0.08
Cl -9.2827 -2.4028 -4.5145 0.03 -0.80 -0.35
H -7.8618 -3.7160 -3.1686 0.03 0.30 -0.26
C 7.7803 3.7100 7.7655 -0.05 -0.04 -0.06
Cl 9.0313 2.5507 7.2852 -0.19 0.14 0.02
Cl 7.1317 3.2994 9.3624 0.04 0.05 -0.21
Cl 8.4269 5.3598 7.7620 -0.10 -0.17 -0.03
H 6.9654 3.6580 7.0390 0.26 0.02 0.25
C 5.0096 -0.1553 -1.3797 -0.57 -0.03 -0.10
Cl 3.8176 -1.1133 -0.4847 0.67 0.52 -0.28
Cl 6.6557 -0.6438 -0.9421 0.11 0.07 0.06
Cl 4.7554 -0.3195 -3.1256 0.21 0.08 0.26
H 4.8792 0.8959 -1.1100 0.07 -0.36 -0.10
C -9.3953 1.5926 -2.3713 0.05 0.03 -0.25
Cl -7.9762 1.6279 -1.3109 -0.13 0.03 -0.13
Cl -9.3966 0.1224 -3.3603 -0.67 1.35 0.44
Cl -10.8860 1.7035 -1.4197 0.08 0.05 -0.07
H -9.3479 2.4567 -3.0390 -0.02 -0.27 0.28
C -2.2572 7.9548 7.5168 0.02 -0.11 -0.05
Cl -2.7421 7.4431 5.8911 -0.06 0.23 0.22
Cl -0.7718 8.9183 7.4486 -0.16 -0.15 0.03
Cl -3.5587 8.8722 8.2942 0.13 -0.12 -0.03
H -2.0610 7.0612 8.1148 -0.05 0.26 -0.22

---

4.
15
Properties=species:S:1:pos:R:3:forces:R:3 method="wB97M-V/def2-TZVPD" total_energy_ev=-7264.1001 total_charge=+1 e_lumo_ev=-4.508 de_lowest_kj_mol=390.0 smiles="CC1=[N+](C)[C@H]1N" orbital_gap_ev=10.0
C 0.5363 -1.4619 1.2502 -2.84 -1.28 -4.63
C 0.3622 -0.0944 0.8810 -2.25 -0.07 0.42
N 0.5665 0.6705 -0.0676 -1.17 0.44 1.68
C 1.3669 0.8638 -1.1579 2.32 0.52 -0.66
C -0.7653 0.8540 0.5829 -0.69 -1.37 -2.54
N -1.9734 0.4802 -0.2132 2.30 0.61 -1.54
H 0.8761 -1.8948 0.2160 -0.52 0.15 1.88
H -0.5514 -1.7939 1.4066 1.78 0.02 0.23
H 1.2165 -1.7776 1.9182 2.12 -0.76 2.74
H 2.2476 0.2616 -1.0196 0.41 -0.44 -0.18
H 0.8457 0.5428 -2.0085 -0.56 -0.09 -1.57
H 1.7109 1.8836 -1.1758 -0.16 0.51 -0.48
H -0.7172 1.7347 1.0843 -0.72 2.43 1.72
H -2.7872 1.0883 -0.0527 0.73 -0.23 0.26
H -1.7250 0.6049 -1.2764 -0.73 -0.44 2.68

---

5.
72
Properties=species:S:1:pos:R:3:forces:R:3 method="wB97M-V/def2-TZVPD" total_energy_ev=-120968.1954 total_charge=+4 spin_multiplicity=5 e_lumo_ev="-11.541 / -16.174" de_lowest_kj_mol=175.1 orbital_gap_ev="6.3 / 3.5"
Pt -0.1623 -0.0644 -0.0427 0.55 -0.12 -1.17
P -2.4744 -0.1727 0.0111 -1.88 -0.04 -0.49
P 0.1071 -2.3578 0.3070 0.54 -1.92 1.68
P -0.0302 2.2563 0.1445 0.41 2.25 1.61
H 2.3302 -0.9272 -1.2224 -0.21 0.44 0.21
C 2.0225 -0.0014 -0.7242 0.19 -0.04 0.31
C 1.9393 0.0349 0.6982 0.10 0.02 -0.31
H 2.1478 -0.8682 1.2702 0.16 0.42 -0.15
C -3.1496 -0.3339 -1.6900 0.20 0.00 0.29
C -3.2794 -1.5325 0.9656 0.45 0.15 -0.16
C -3.4639 1.2197 0.7059 0.42 -0.13 -0.07
C 1.7721 -3.1226 0.3964 0.25 0.65 -0.10
C -0.5319 -3.0600 1.8674 -0.29 0.32 0.04
C -0.6807 -3.2301 -1.0751 -0.49 0.53 -0.47
C 1.5851 3.1286 0.2311 0.27 -0.74 -0.12
C -0.7272 3.0633 1.6228 -0.44 -0.18 0.00
C -0.8212 2.9723 -1.3201 -0.35 -0.65 -0.41
H 2.2378 0.9081 -1.2935 -0.12 -0.41 0.21
H 2.0522 0.9816 1.2247 0.25 -0.45 -0.12
H -4.2449 -0.4276 -1.6433 0.32 0.01 -0.09
H -2.7107 -1.2189 -2.1750 -0.24 0.29 0.06
H -2.8736 0.5656 -2.2630 -0.19 -0.32 0.12
H -4.3670 -1.4518 0.8043 0.40 -0.06 0.03
H -3.0567 -1.3715 2.0327 -0.23 -0.18 -0.36
H -2.9262 -2.5218 0.6426 -0.31 0.32 0.24
H -4.5238 0.9647 0.5309 0.42 0.17 0.07
H -3.2283 2.1745 0.2161 -0.24 -0.30 0.26
H -3.2774 1.2744 1.7903 -0.20 0.12 -0.40
H 1.6657 -4.1746 0.0972 -0.02 0.26 0.06
H 2.1212 -3.0882 1.4366 -0.01 -0.04 -0.35
H 2.5113 -2.6334 -0.2410 -0.03 -0.33 0.04
H -0.8685 -4.0883 1.6764 0.06 0.16 0.12
H -1.3455 -2.4694 2.2860 0.02 -0.28 -0.11
H 0.2811 -3.0727 2.5989 -0.11 -0.15 -0.20
H -0.3082 -4.2633 -1.0722 -0.01 0.19 0.08
H -0.4186 -2.7451 -2.0250 -0.02 -0.23 0.14
H -1.7719 -3.2373 -0.9741 0.25 -0.01 -0.06
H 1.3951 4.1748 -0.0428 -0.04 -0.26 0.01
H 2.3439 2.7078 -0.4304 -0.02 0.29 0.06
H 1.9541 3.1057 1.2638 -0.04 0.05 -0.25
H -0.5056 4.1404 1.5479 -0.11 -0.30 0.03
H -0.2274 2.6665 2.5168 -0.03 0.15 -0.24
H -1.8064 2.9202 1.7168 0.23 0.13 0.02
H -0.5124 4.0215 -1.3845 0.00 -0.08 0.09
H -1.9099 2.9077 -1.2427 0.16 0.06 -0.08
H -0.4979 2.4311 -2.2228 -0.08 0.36 0.25
C 1.1676 0.0997 -4.8316 0.08 -0.20 0.35
C 2.4404 -0.1832 -4.3059 1.49 -0.04 -0.01
C 3.5833 -0.1515 -5.1009 -0.47 -0.17 1.01
C 3.4760 0.1112 -6.4765 -0.11 0.08 -0.10
C 2.2083 0.3354 -7.0445 -0.89 0.03 0.29
C 1.0620 0.3209 -6.2368 -0.05 0.23 -0.79
Se -0.2619 0.1566 -3.5978 0.19 -0.08 -1.22
H 0.2449 -0.0851 -1.9331 0.01 0.05 -1.06
H 2.5080 -0.4122 -3.2455 0.24 0.07 -0.32
H 4.5605 -0.3310 -4.6447 -0.35 0.02 -0.24
H 4.3741 0.1369 -7.1001 -0.33 -0.02 0.19
H 2.1341 0.5235 -8.1251 -0.13 -0.11 0.61
H 0.0772 0.4855 -6.6807 0.35 0.01 0.07
C -0.4125 0.9748 5.4029 0.54 0.00 -0.42
C 0.8452 0.0894 5.4822 -0.74 -0.58 0.15
C 0.9923 -0.4644 4.0634 0.18 0.35 0.98
O -0.2321 -0.2489 3.3286 0.12 -0.07 1.49
C -1.1752 0.3780 4.2188 0.07 1.13 0.37
H -1.0156 0.9525 6.3100 0.09 0.06 -0.06
H -0.1221 2.0069 5.1792 -0.26 -0.05 0.08
H 0.6594 -0.7414 6.1752 0.17 0.11 -0.12
H 1.7317 0.6152 5.8271 0.01 0.03 -0.10
H 1.8070 0.0366 3.5200 -0.15 -0.07 -0.42
H 1.2143 -1.5422 4.0668 -0.10 -0.02 -0.50
H -1.8954 -0.3812 4.5851 0.14 -0.33 -0.39
H -1.7364 1.1330 3.6467 -0.03 -0.53 -0.19

---

6.
9
Properties=species:S:1:pos:R:3:forces:R:3 method="wB97M-V/def2-TZVPD" total_energy_ev=-30925.4135 e_lumo_ev=-0.920 de_lowest_kj_mol=271.1 orbital_gap_ev=8.9
C -0.0672 0.5785 -1.4793 3.78 -2.11 4.52
O 0.9385 -1.0400 0.2414 -0.62 0.63 0.86
O -1.2029 -1.7552 -0.8509 -0.10 1.34 1.45
O 1.2829 0.9274 2.0184 0.07 0.58 -0.26
O -0.8241 -0.0679 1.2117 -2.12 0.20 -0.12
S -0.4521 -0.6138 -0.3856 1.86 -0.50 -3.66
S 0.5595 -0.2857 1.8839 1.63 -1.68 0.60
H 0.6430 1.2141 -0.8420 -0.86 -0.57 -1.29
H -0.8777 1.0426 -1.7975 -3.64 2.11 -2.11